# 1
Density functional theory data (wB97M-V/def2-TZVPD) for a molecular structure, C8H20BCsO4S2.

ORCA input file:
```
! RIJCOSX wB97M-V def2-TZVPD def2/J DEFGRID3
* xyz 0 1
Cs -6.486 5.133 3.686
B -1.734 2.672 1.695
H -2.706 2.327 1.380
H -1.690 3.750 1.706
H -1.617 2.337 2.714
H -0.985 2.230 1.056
C -4.023 -4.643 -0.707
C -5.450 -5.189 -0.295
C -5.413 -5.321 1.290
S -4.464 -3.772 1.858
O -3.343 -4.165 2.665
O -5.434 -2.758 2.379
C -3.972 -3.354 0.108
H -3.985 -4.535 -1.791
H -3.313 -5.425 -0.440
H -5.642 -6.174 -0.719
H -6.254 -4.586 -0.717
H -4.869 -6.265 1.332
H -6.252 -5.466 1.971
H -2.960 -2.954 0.171
H -4.761 -2.672 -0.208
C 5.475 1.975 -1.308
C 6.409 2.732 -0.278
C 5.858 4.137 -0.268
S 5.436 4.550 -2.019
O 6.595 5.226 -2.550
O 4.124 5.126 -2.073
C 5.357 2.794 -2.582
H 4.523 1.771 -0.818
H 5.902 0.987 -1.480
H 7.442 2.781 -0.625
H 6.347 2.289 0.716
H 6.454 4.929 0.185
H 4.889 4.085 0.227
H 6.194 2.667 -3.269
H 4.348 2.780 -2.992
*
```

Results
Kohn-Sham gap = 4.786 eV
E_HOMO = -6.6201 eV

# 2
Density functional theory data (wB97M-V/def2-TZVPD) for 2 unconnected molecules or ions with the total composition C8H20BN3O6PS2.

ORCA input file:
```
! RIJCOSX wB97M-V def2-TZVPD def2/J DEFGRID3
* xyz 1 1
C -1.057 2.364 4.537
O -1.017 2.865 3.187
B 0.101 2.562 2.498
O 0.901 3.564 1.983
C 0.547 1.063 2.197
C 1.709 0.467 3.003
N 1.820 -0.801 2.213
C 1.519 -0.456 0.931
N 1.532 -1.265 -0.077
P 1.909 -2.949 -0.081
O 2.162 -3.483 1.401
O 3.280 -3.090 -0.823
S 0.452 -3.907 -0.894
N 1.152 0.892 0.841
H -2.068 2.490 4.893
H -0.741 1.324 4.620
H -0.386 2.967 5.141
H 0.599 3.789 1.089
H -0.222 0.301 2.297
H 1.564 0.305 4.063
H 2.682 0.938 2.856
H 2.719 -1.246 2.368
H 1.274 -0.859 -0.997
H 1.365 -3.250 1.913
H 3.296 -4.005 -1.162
H 2.005 1.453 0.897
C -2.812 -0.783 -3.773
C -2.479 0.695 -4.013
C -1.586 1.157 -2.853
S -0.713 -0.304 -2.291
O -1.133 -0.603 -0.941
O 0.705 -0.193 -2.606
C -1.491 -1.455 -3.408
H -3.262 -1.244 -4.649
H -3.517 -0.874 -2.944
H -1.941 0.799 -4.956
H -3.377 1.306 -4.081
H -0.863 1.906 -3.167
H -2.172 1.535 -2.017
H -1.612 -2.416 -2.915
H -0.844 -1.559 -4.279
*
```

Results
Kohn-Sham gap = 9.034 eV
E_HOMO = -12.2889 eV

# 3
Density functional theory data (wB97M-V/def2-TZVPD) for a molecular structure, C8H20Br2LiO4.

ORCA input file:
```
! RIJCOSX wB97M-V def2-TZVPD def2/J DEFGRID3
* xyz -1 1
Li -7.667 4.488 29.656
Br -11.024 1.775 29.532
Br -3.788 3.252 30.286
C -7.481 6.755 26.337
O -8.033 6.849 27.575
C -8.077 8.212 28.044
C -8.886 8.302 29.300
O -8.419 7.333 30.227
C -9.131 7.392 31.435
H -6.582 6.141 26.271
H -7.049 7.700 26.009
H -8.215 6.413 25.607
H -8.408 8.936 27.300
H -7.071 8.537 28.311
H -9.879 8.067 28.917
H -8.910 9.340 29.635
H -10.121 7.790 31.210
H -8.642 8.109 32.095
H -9.236 6.426 31.930
C -4.100 -1.090 25.704
O -3.229 -2.072 26.321
C -2.225 -2.668 25.478
C -2.037 -4.136 25.870
O -1.766 -4.297 27.241
C -1.606 -5.677 27.601
H -3.398 -0.282 25.496
H -4.920 -0.759 26.341
H -4.664 -1.429 24.834
H -1.295 -2.100 25.455
H -2.352 -2.593 24.398
H -1.310 -4.543 25.168
H -3.006 -4.629 25.807
H -2.527 -6.162 27.275
H -1.594 -5.823 28.682
H -0.668 -6.106 27.249
*
```

Results
Kohn-Sham gap = 6.356 eV
E_HOMO = -4.4474 eV

# 4
Density functional theory data (wB97M-V/def2-TZVPD) for a molecular structure, C8H20Br2LiO4.

ORCA input file:
```
! RIJCOSX wB97M-V def2-TZVPD def2/J DEFGRID3
* xyz -1 1
Li 14.141 -15.346 -22.704
Br 11.829 -14.548 -21.858
Br 15.628 -14.569 -24.332
C 16.155 -13.051 -20.860
O 17.119 -12.480 -21.773
C 17.663 -11.296 -21.215
C 19.018 -11.108 -21.831
O 18.926 -10.846 -23.189
C 20.143 -10.395 -23.750
H 15.414 -12.261 -20.729
H 16.661 -13.290 -19.921
H 15.756 -13.943 -21.338
H 17.633 -11.316 -20.118
H 17.039 -10.402 -21.357
H 19.706 -11.895 -21.480
H 19.514 -10.272 -21.294
H 20.443 -9.414 -23.371
H 19.971 -10.338 -24.824
H 20.887 -11.177 -23.557
C 14.304 -16.265 -19.913
O 15.066 -16.245 -21.105
C 15.290 -17.512 -21.670
C 14.040 -18.134 -22.309
O 13.484 -17.233 -23.278
C 13.439 -17.720 -24.584
H 13.914 -15.315 -19.565
H 14.875 -16.746 -19.108
H 13.418 -16.886 -20.081
H 15.648 -18.206 -20.899
H 16.034 -17.454 -22.463
H 13.264 -18.365 -21.578
H 14.295 -19.064 -22.819
H 12.609 -17.248 -25.112
H 13.220 -18.796 -24.642
H 14.328 -17.584 -25.208
*
```

Results
Kohn-Sham gap = 7.314 eV
E_HOMO = -4.5672 eV

# 5
Density functional theory data (wB97M-V/def2-TZVPD) for a molecular structure, C8H20BrHfO4.

ORCA input file:
```
! RIJCOSX wB97M-V def2-TZVPD def2/J DEFGRID3
* xyz 3 1
Hf 0.240 1.108 2.590
Br -1.229 -1.126 1.699
C -3.111 -0.996 -5.102
O -2.237 -1.603 -4.195
C -2.670 -1.753 -2.896
C -2.468 -0.408 -2.148
O -3.539 0.436 -2.340
C -3.299 1.818 -2.051
H -3.224 0.090 -4.918
H -4.126 -1.413 -5.082
H -2.700 -1.157 -6.096
H -2.120 -2.583 -2.459
H -3.756 -1.920 -2.890
H -1.523 0.062 -2.452
H -2.376 -0.585 -1.052
H -4.252 2.310 -2.201
H -2.484 2.213 -2.663
H -2.973 1.850 -1.001
C 3.151 2.086 4.527
O 2.552 1.640 3.274
C 3.528 1.269 2.279
C 3.396 -0.241 2.077
O 2.013 -0.599 2.203
C 1.898 -2.050 2.112
H 3.828 1.333 4.924
H 2.363 2.245 5.265
H 3.647 3.047 4.398
H 4.547 1.504 2.588
H 3.421 1.864 1.367
H 4.026 -0.677 2.853
H 3.792 -0.470 1.086
H 1.921 -2.357 1.066
H 1.019 -2.383 2.651
H 2.743 -2.553 2.586
*
```

Results
Kohn-Sham gap = 2.302 eV
E_HOMO = -17.6298 eV

# 6
Density functional theory data (wB97M-V/def2-TZVPD) for a molecular structure, C8H20BrLiO4.

ORCA input file:
```
! RIJCOSX wB97M-V def2-TZVPD def2/J DEFGRID3
* xyz 0 1
Li -16.164 2.770 16.856
Br -15.304 2.085 15.520
C -16.714 5.372 17.727
O -16.883 4.042 17.261
C -18.196 3.637 17.258
C -18.205 2.329 16.419
O -17.186 1.472 16.981
C -17.486 0.028 16.845
H -17.192 6.137 17.115
H -15.694 5.744 17.635
H -17.175 5.588 18.690
H -18.856 4.315 16.717
H -18.444 3.349 18.280
H -17.999 2.387 15.350
H -19.193 1.896 16.576
H -17.821 -0.224 15.839
H -18.235 -0.283 17.572
H -16.659 -0.576 17.219
C -14.097 4.795 16.130
O -14.930 4.025 16.986
C -14.080 3.172 17.832
C -14.926 2.680 19.013
O -16.013 1.893 18.530
C -17.025 1.858 19.513
H -13.627 4.073 15.463
H -13.430 5.484 16.650
H -14.746 5.317 15.427
H -13.216 3.719 18.211
H -13.738 2.336 17.223
H -15.234 3.466 19.703
H -14.310 2.000 19.602
H -17.560 2.807 19.549
H -16.684 1.562 20.506
H -17.784 1.129 19.228
*
```

Results
Kohn-Sham gap = 7.302 eV
E_HOMO = -7.0190 eV

# 7
Density functional theory data (wB97M-V/def2-TZVPD) for a molecular structure, C8H20ClIN2OPSSn.

ORCA input file:
```
! RIJCOSX wB97M-V def2-TZVPD def2/J DEFGRID3
* xyz 3 1
C 0.562 5.039 -0.918
I -0.785 3.882 0.331
H 0.950 4.462 -1.757
H 1.364 5.391 -0.262
H -0.044 5.884 -1.261
Sn 0.471 1.042 -0.386
P -2.117 0.667 -1.066
C -3.424 1.220 0.079
C -2.439 1.653 -2.564
H -1.983 -1.470 -2.199
H -3.671 -0.873 -2.064
H -2.855 -1.608 -0.646
C -2.712 -0.988 -1.539
H -1.753 1.341 -3.363
H -3.477 1.473 -2.888
H -4.383 1.173 -0.457
H -3.239 2.251 0.408
H -2.299 2.727 -2.372
H -3.463 0.559 0.954
C -0.986 1.109 2.268
O -1.452 1.565 3.201
Cl 0.709 -0.208 -2.514
C 3.284 -2.562 2.883
N 2.511 -1.566 2.124
C 1.596 -1.934 1.185
S 0.012 -1.222 1.115
N 1.881 -2.930 0.338
C 3.239 -3.349 0.003
H 3.042 -3.579 2.559
H 3.048 -2.453 3.949
H 4.358 -2.365 2.771
H 2.176 -0.810 2.718
H 1.164 -3.114 -0.365
H 3.471 -4.286 0.514
H 3.289 -3.543 -1.070
H 3.957 -2.578 0.289
*
```

Results
Kohn-Sham gap (alpha / beta) = 5.311 / 5.147 eV
E_HOMO (alpha / beta) = -19.5139 / -19.5884 eV

# 8
Density functional theory data (wB97M-V/def2-TZVPD) for a molecular structure, C8H20ClMgNO3.

ORCA input file:
```
! RIJCOSX wB97M-V def2-TZVPD def2/J DEFGRID3
* xyz 0 1
Mg 7.971 -8.985 -0.704
C 9.264 -9.068 -4.650
C 8.547 -8.214 -3.598
O 8.890 -8.576 -2.328
H 8.992 -8.771 -5.670
H 9.071 -10.131 -4.495
H 10.346 -8.900 -4.601
H 7.453 -8.283 -3.758
H 8.793 -7.153 -3.824
Cl 5.782 -8.484 -0.595
C 6.536 -11.670 -2.342
O 7.653 -11.180 -1.625
C 8.282 -12.117 -0.795
C 9.313 -11.360 0.030
N 8.620 -10.221 0.718
C 9.538 -9.448 1.572
C 9.007 -8.037 1.736
O 8.768 -7.438 0.449
C 9.922 -6.792 -0.080
H 6.752 -12.654 -2.763
H 6.331 -10.942 -3.120
H 5.669 -11.739 -1.678
H 8.816 -12.899 -1.350
H 7.539 -12.612 -0.147
H 10.058 -10.947 -0.655
H 9.810 -12.050 0.718
H 7.931 -10.757 1.242
H 10.517 -9.417 1.093
H 9.619 -9.886 2.570
H 9.716 -7.403 2.269
H 8.056 -8.075 2.266
H 9.695 -6.557 -1.115
H 10.794 -7.455 -0.081
H 10.145 -5.906 0.519
*
```

Results
Kohn-Sham gap = 7.935 eV
E_HOMO = -7.7820 eV

# 9
Density functional theory data (wB97M-V/def2-TZVPD) for a single C8H20FPS molecule.

ORCA input file:
```
! RIJCOSX wB97M-V def2-TZVPD def2/J DEFGRID3
* xyz 0 1
C -1.153 -0.337 4.876
C -0.905 0.395 3.398
C -2.025 -0.089 2.302
C -1.369 -0.667 0.895
C -0.514 0.565 0.229
P -0.619 0.597 -1.716
F -1.900 1.794 -1.569
C 0.660 -0.809 -1.900
C 2.177 -0.326 -2.293
C 2.321 0.403 -3.754
S 3.024 -0.677 -5.114
H -2.020 0.246 5.447
H -1.524 -1.441 4.756
H -0.203 -0.237 5.583
H -1.086 1.543 3.588
H 0.199 0.176 3.068
H -2.756 0.800 2.093
H -2.660 -0.974 2.773
H -2.257 -1.008 0.199
H -0.640 -1.553 1.180
H 0.625 0.571 0.532
H -0.983 1.582 0.573
H 0.209 1.582 -2.363
H -1.581 -0.234 -2.450
H 0.233 -1.668 -2.609
H 0.745 -1.325 -0.828
H 2.656 0.293 -1.393
H 2.836 -1.320 -2.351
H 1.260 0.795 -4.133
H 2.973 1.385 -3.583
H 4.277 -0.063 -5.435
*
```

Results
Kohn-Sham gap = 9.949 eV
E_HOMO = -9.1901 eV
SMILES string = CCCCC[PH2](F)CCCS

# 10
Density functional theory data (wB97M-V/def2-TZVPD) for a molecular structure, C8H20N2.

ORCA input file:
```
! RIJCOSX wB97M-V def2-TZVPD def2/J DEFGRID3
* xyz 0 1
C 0.686 -0.625 0.728
C -0.075 1.397 -0.942
C -0.566 -0.066 0.299
C -0.622 -1.813 1.883
C 0.758 2.482 -0.292
C -1.455 1.919 -1.299
C 0.614 0.818 -2.158
C -1.205 -2.946 1.074
N 1.514 0.134 1.550
N 1.362 -1.441 -0.151
H 1.029 0.681 2.245
H 2.302 -0.362 1.942
H 1.039 -2.310 -0.541
H 2.268 -1.141 -0.475
H -1.110 -0.650 -0.431
H -1.119 0.516 1.021
H -1.367 -1.287 2.483
H 0.154 -2.154 2.572
H 0.062 -0.038 -2.563
H 1.781 2.153 -0.100
H 0.311 2.826 0.644
H 0.852 3.364 -0.945
H -1.971 2.316 -0.421
H -2.082 1.135 -1.732
H -1.402 2.735 -2.035
H 0.670 1.548 -2.979
H 1.653 0.556 -1.943
H -0.430 -3.423 0.468
H -1.658 -3.728 1.695
H -1.995 -2.595 0.403
*
```

Results
Kohn-Sham gap = 7.293 eV
E_HOMO = -6.4460 eV

# 11
Density functional theory data (wB97M-V/def2-TZVPD) for 2 unconnected molecules or ions with the total composition C8H20N2O3.

ORCA input file:
```
! RIJCOSX wB97M-V def2-TZVPD def2/J DEFGRID3
* xyz 0 1
C -2.982 1.800 -0.252
C -0.214 -1.347 1.990
C 1.673 0.346 1.990
C 2.068 -0.063 -1.787
C 0.226 -1.856 -1.928
C -1.614 1.505 -0.812
C 0.249 0.120 1.431
C 1.291 -1.079 -1.137
N -1.090 0.218 -0.463
N 0.179 0.291 0.039
O -0.709 2.505 -0.514
O -0.594 1.082 2.015
O 2.079 -1.920 -0.305
H -2.936 1.722 0.929
H -3.231 2.813 -0.532
H -3.608 0.984 -0.602
H -1.131 -1.680 1.479
H -0.482 -1.149 3.087
H 0.755 -1.845 1.752
H 1.882 1.375 2.020
H 1.687 0.063 3.094
H 2.302 -0.056 1.278
H 2.530 0.423 -0.958
H 1.400 0.641 -2.377
H 2.687 -0.641 -2.475
H -0.441 -2.351 -1.272
H 0.695 -2.781 -2.276
H -0.314 -1.442 -2.705
H -1.720 1.468 -1.894
H -1.626 -0.119 0.352
H 0.128 1.967 -0.283
H -0.821 1.871 1.432
H 1.683 -2.862 -0.320
*
```

Results
Kohn-Sham gap = 8.404 eV
E_HOMO = -7.9745 eV

# 12
Density functional theory data (wB97M-V/def2-TZVPD) for a molecular structure, C8H20N4O8SZn.

ORCA input file:
```
! RIJCOSX wB97M-V def2-TZVPD def2/J DEFGRID3
* xyz 0 1
Zn -0.838 -0.201 -0.601
S -2.522 -0.726 -2.489
O -3.081 -2.078 -2.365
O -3.079 0.098 -3.548
O -2.602 -0.034 -1.171
O -1.018 -0.787 -2.494
O -1.267 0.157 1.492
C -1.261 1.138 2.281
N -0.376 1.321 3.280
C -2.362 2.251 2.299
H 0.451 0.740 3.266
H -0.297 2.218 3.737
H -3.263 1.710 2.588
H -2.519 2.971 1.496
H -2.249 2.861 3.195
O -0.538 1.868 -1.010
C 0.036 2.799 -1.594
N 0.767 3.595 -0.819
C 0.029 2.821 -3.104
H 0.815 3.349 0.160
H 0.998 4.570 -0.945
H 0.882 3.315 -3.568
H -0.861 3.243 -3.572
H -0.086 1.875 -3.632
O 1.085 -0.167 0.165
C 2.316 -0.122 0.483
N 2.727 0.756 1.327
C 3.250 -1.145 -0.027
H 2.132 1.492 1.680
H 3.584 0.563 1.827
H 3.105 -2.084 0.507
H 4.314 -0.912 -0.033
H 2.884 -1.630 -0.932
O -0.793 -2.326 -0.090
C -0.321 -3.413 0.219
N -0.266 -3.654 1.505
C 0.096 -4.550 -0.674
H -0.703 -2.946 2.077
H 0.358 -4.366 1.858
H -0.058 -5.528 -0.219
H 1.122 -4.469 -1.034
H -0.590 -4.573 -1.521
*
```

Results
Kohn-Sham gap = 6.127 eV
E_HOMO = -6.7615 eV